Density functional theory data (ωB97M-V/def2-TZVPD) for a structure of composition C47H41N5O5PRuSi.

Gap between HOMO and LUMO (alpha / beta), Eh: 0.08418 / 0.23496
Molar mass, g/mol: 916.01
Energy, Eh: -3191.2654
Expectation value of S²: 8.7859
Energy above the lowest of the compared OMol25 structures with the same formula, charge and spin, kcal/mol: 0.0

The geometry in ORCA input format:
```
! wB97M-V def2-TZVPD RIJCOSX def2/J DEFGRID3
* xyz -2 6
Ru -1.179 -0.677 0.254
O -5.202 -0.507 -0.321
C -4.032 -0.445 -0.720
O -3.082 -1.155 -0.129
C -3.712 0.468 -1.890
C -4.893 0.882 -2.628
C -4.791 1.685 -3.750
C -3.552 2.119 -4.153
C -2.431 1.907 -3.318
C -2.463 1.010 -2.237
P -0.894 0.734 -1.444
C 0.112 -0.184 -2.739
C 1.561 -0.188 -2.637
C 2.282 -0.592 -3.748
C 1.645 -1.019 -4.920
C 0.231 -1.130 -4.935
C -0.543 -0.651 -3.898
C -0.274 2.400 -1.033
C 1.000 2.616 -0.465
C 1.579 3.894 -0.293
C 0.864 5.000 -0.656
C -0.425 4.815 -1.179
C -0.998 3.541 -1.336
H -5.775 0.372 -2.274
H -5.631 1.974 -4.341
H -3.483 2.638 -5.099
H -1.538 2.548 -3.550
H 2.136 0.018 -1.734
H 3.377 -0.569 -3.798
H 2.209 -1.251 -5.815
H -0.263 -1.385 -5.874
H -1.587 -0.679 -3.952
H 1.529 1.721 -0.041
H 2.554 3.926 0.217
H 1.305 5.980 -0.480
H -0.934 5.648 -1.575
H -2.030 3.520 -1.606
N -0.869 -2.395 -0.749
C -0.900 -3.396 -1.361
C -0.950 -4.487 -2.162
C -2.102 -5.290 -2.400
N -2.868 -6.183 -2.592
C 0.249 -5.029 -2.668
N 1.249 -5.441 -3.132
C 5.072 -4.184 -4.216
N 5.952 -3.354 -3.336
C 7.296 -3.148 -3.764
C 7.981 -1.963 -2.982
C 7.555 -2.020 -1.524
N 6.108 -1.946 -1.417
C 5.557 -1.128 -0.403
C 5.323 -2.634 -2.307
O 4.097 -2.512 -2.278
H 4.222 -4.557 -3.658
H 5.662 -5.083 -4.388
H 4.811 -3.690 -5.174
H 7.395 -2.806 -4.786
H 7.846 -4.038 -3.572
H 7.684 -1.016 -3.476
H 9.074 -2.169 -3.003
H 8.010 -1.164 -0.927
H 7.929 -2.982 -1.164
H 4.494 -1.360 -0.277
H 5.669 -0.060 -0.644
H 6.031 -1.350 0.528
O -1.820 0.193 2.002
Si -2.180 0.740 3.474
C -3.564 1.966 3.388
C -3.774 3.098 4.156
C -4.946 3.840 4.033
C -5.877 3.421 3.068
C -5.682 2.363 2.218
C -4.485 1.652 2.339
C -2.778 -0.615 4.537
C -3.012 -1.884 4.002
C -3.665 -2.905 4.729
C -4.083 -2.682 6.040
C -3.910 -1.431 6.580
C -3.318 -0.427 5.831
C -0.799 1.593 4.412
C -0.115 0.967 5.461
C 1.125 1.443 5.900
C 1.654 2.640 5.395
C 0.920 3.351 4.374
C -0.330 2.844 4.010
H -3.016 3.411 4.900
H -5.247 4.605 4.706
H -6.766 4.008 3.125
H -6.442 2.144 1.456
H -4.294 0.810 1.606
H -2.704 -2.093 3.005
H -3.776 -3.917 4.296
H -4.389 -3.525 6.622
H -4.231 -1.202 7.597
H -3.299 0.523 6.389
H -0.481 0.063 5.971
H 1.569 0.898 6.738
H 2.619 3.057 5.739
H 1.235 4.305 4.015
H -0.841 3.410 3.206
O 0.449 -0.256 0.611
*
```



Density functional theory data (ωB97M-V/def2-TZVPD) for the molecule CHNO2.

Gap between HOMO and LUMO, Eh: 0.38887
Molar mass, g/mol: 59.02
Energy, Eh: -243.8035
Energy above the lowest of the compared OMol25 structures with the same formula, charge and spin, kcal/mol: 25.8
Structure (SMILES): O=C1NO1

The geometry in ORCA input format:
```
! wB97M-V def2-TZVPD RIJCOSX def2/J DEFGRID3
* xyz 0 1
O 1.485 0.834 -0.103
C 0.769 -0.031 -0.014
N -0.803 -0.121 0.522
O 0.095 -1.005 -0.318
H -1.545 0.324 -0.087
*
```



Density functional theory data (ωB97M-V/def2-TZVPD) for a structure of composition C24H36NO2P2W.

Gap between HOMO and LUMO (alpha / beta), Eh: 0.22714 / 0.24730
Molar mass, g/mol: 616.35
Energy, Eh: -1890.8143
Expectation value of S²: 2.0236
Energy above the lowest of the compared OMol25 structures with the same formula, charge and spin, kcal/mol: 9.0

The geometry in ORCA input format:
```
! wB97M-V def2-TZVPD RIJCOSX def2/J DEFGRID3
* xyz 1 3
C 3.045 -2.748 -0.616
C 2.301 -1.600 -0.389
N 0.992 -1.538 -0.802
C 0.563 -2.487 -1.712
C 1.339 -3.598 -2.040
C 2.573 -3.762 -1.437
C 2.887 -0.515 0.459
P 1.715 0.881 0.802
W -0.290 0.096 -0.088
P -1.363 -0.565 -2.367
C -0.787 -2.295 -2.349
C -1.147 2.073 0.170
C -1.637 2.431 1.436
C -2.387 3.608 1.546
C -2.542 4.458 0.454
C -1.950 4.178 -0.771
C -1.262 2.979 -0.919
O 4.746 0.856 -1.652
O 2.210 0.674 -3.120
H 4.020 -2.815 -0.140
H 0.951 -4.347 -2.743
H 3.211 -4.609 -1.682
C 1.795 0.687 2.608
C 2.477 2.490 0.451
H -0.716 -2.580 -3.411
H -1.546 -2.946 -1.884
H 3.650 -0.046 -0.104
H 3.310 -0.892 1.426
C -3.167 -0.551 -2.328
C -0.875 0.027 -4.017
H -1.422 1.773 2.283
H -2.830 3.853 2.514
H -3.124 5.367 0.556
H -2.026 4.851 -1.628
H -0.794 2.731 -1.872
H 1.683 -0.097 -2.795
H 1.569 1.495 -2.844
H 3.839 1.044 -1.964
H 4.883 -0.005 -2.025
H -0.457 0.868 -1.630
H 2.866 0.619 2.849
H 1.362 1.554 3.112
H 1.294 -0.223 2.965
H 3.217 2.680 1.252
H 2.973 2.451 -0.533
H 1.687 3.262 0.440
H -1.328 -0.669 -4.742
H -1.309 1.033 -4.137
H 0.225 0.068 -4.105
H -3.519 -0.824 -3.333
H -3.567 -1.267 -1.597
H -3.524 0.459 -2.084
C -1.474 -1.346 0.790
C -1.569 -1.302 2.306
C -0.604 -1.937 3.097
C -0.739 -1.907 4.489
C -1.823 -1.248 5.083
C -2.743 -0.563 4.285
C -2.615 -0.577 2.897
H -1.124 -2.319 0.430
H -2.425 -1.025 0.331
H 0.199 -2.498 2.598
H -0.020 -2.451 5.100
H -1.948 -1.272 6.164
H -3.602 -0.057 4.728
H -3.325 -0.066 2.238
*
```



Density functional theory data (ωB97M-V/def2-TZVPD) for a structure of composition C33H40ClCuN7O3PS.

Gap between HOMO and LUMO (alpha / beta), Eh: 0.32401 / 0.25906
Molar mass, g/mol: 744.77
Energy, Eh: -4730.5342
Expectation value of S²: 0.7548
Energy above the lowest of the compared OMol25 structures with the same formula, charge and spin, kcal/mol: 5.7

The geometry in ORCA input format:
```
! wB97M-V def2-TZVPD RIJCOSX def2/J DEFGRID3
* xyz 1 2
Cu -0.219 -1.211 -0.666
C -2.653 -6.114 -0.626
C -2.074 -5.214 0.459
N -1.810 -5.537 1.705
N -1.304 -4.407 2.241
C -1.218 -3.367 1.366
S -0.532 -1.837 1.602
N -1.720 -3.881 0.246
N -1.650 -3.135 -0.936
H -3.177 -6.966 -0.154
H -1.852 -6.522 -1.237
H -3.405 -5.523 -1.096
H -1.171 -4.340 3.237
H -1.144 -3.624 -1.673
H -2.604 -2.912 -1.217
O -0.094 -3.319 -3.456
C 0.494 -2.362 -2.980
O -0.032 -1.270 -2.516
C 1.977 -2.458 -2.650
P 1.789 -2.525 -0.837
C 1.802 -4.321 -0.398
C 1.960 -4.612 0.950
C 1.845 -5.933 1.384
C 1.527 -6.901 0.438
C 1.461 -6.597 -0.915
C 1.559 -5.311 -1.334
C 3.345 -2.030 -0.145
C 3.412 -1.233 0.996
C 4.680 -0.855 1.478
C 5.858 -1.384 0.903
C 5.754 -2.245 -0.211
C 4.509 -2.497 -0.726
H 2.426 -1.459 -2.837
H 2.546 -3.318 -3.063
H 2.217 -3.873 1.682
H 2.035 -6.223 2.385
H 1.471 -7.923 0.781
H 1.270 -7.423 -1.607
H 1.477 -5.034 -2.346
H 2.478 -0.899 1.493
H 4.798 -0.201 2.380
H 6.846 -1.178 1.323
H 6.620 -2.618 -0.694
H 4.493 -3.106 -1.639
C -1.470 5.586 2.691
C -1.824 4.275 2.009
C -2.527 3.354 3.052
C -0.420 3.728 1.630
C -2.801 4.517 0.791
O -3.972 5.138 1.355
C -2.347 5.423 -0.398
C -1.649 4.950 -1.683
C -0.207 4.496 -1.526
C 0.754 5.370 -1.105
C 2.065 4.995 -0.870
C 2.422 3.687 -1.134
Cl 4.062 3.227 -0.818
C 1.509 2.758 -1.637
C 0.211 3.175 -1.831
C -3.460 3.218 0.278
N -2.674 2.147 -0.382
C -1.979 1.139 0.140
N -1.630 0.281 -0.807
C -2.263 0.725 -1.930
N -2.953 1.826 -1.692
H -0.692 5.425 3.472
H -2.312 6.018 3.249
H -1.070 6.224 1.946
H -2.052 3.518 4.034
H -2.526 2.252 2.935
H -3.607 3.581 3.209
H 0.162 3.423 2.510
H 0.233 4.450 1.116
H -0.465 2.816 1.003
H -3.841 6.095 1.158
H -1.793 6.295 0.032
H -3.285 5.879 -0.765
H -1.688 5.805 -2.376
H -2.225 4.132 -2.128
H 0.474 6.415 -0.930
H 2.785 5.693 -0.424
H 1.795 1.754 -1.903
H -0.495 2.445 -2.292
H -4.234 3.423 -0.510
H -3.956 2.769 1.140
H -1.799 1.074 1.184
H -2.242 0.199 -2.882
*
```



Density functional theory data (ωB97M-V/def2-TZVPD) for the ion C19H27IN with charge +1.

Gap between HOMO and LUMO, Eh: 0.33573
Molar mass, g/mol: 396.34
Energy, Eh: -1092.2520
Structure (SMILES): CC1(C)[C@H]2CC=C(C[N+](C)(C)Cc3ccc(I)cc3)[C@@H]1C2

The geometry in ORCA input format:
```
! wB97M-V def2-TZVPD RIJCOSX def2/J DEFGRID3
* xyz 1 1
C -3.421 -0.375 -3.360
C -1.912 0.056 -2.989
C -1.688 1.420 -3.753
C -0.984 -1.159 -3.184
C 0.528 -0.826 -3.150
C 0.970 0.204 -2.093
C -0.088 0.586 -1.266
C 0.139 1.623 -0.298
N 0.433 1.075 1.045
C -0.887 0.941 1.736
C 1.202 1.979 1.993
C 0.930 -0.351 1.088
C 1.447 -0.863 2.414
C 2.789 -0.511 2.638
C 3.260 -0.662 3.898
C 2.554 -1.268 4.926
I 3.741 -1.735 6.714
C 1.225 -1.796 4.613
C 0.667 -1.506 3.337
C -1.436 -0.068 -1.448
C -1.314 -1.525 -1.702
H -3.644 -0.064 -4.389
H -4.008 0.183 -2.608
H -3.703 -1.322 -3.142
H -0.727 1.919 -3.653
H -1.820 1.282 -4.855
H -2.415 2.222 -3.528
H -1.329 -1.912 -3.815
H 0.717 -0.324 -4.096
H 1.149 -1.744 -3.110
H 1.982 0.624 -1.967
H -0.756 2.243 -0.289
H 1.013 2.263 -0.608
H -1.426 1.925 1.920
H -1.623 0.343 1.176
H -0.871 0.535 2.745
H 1.075 1.650 3.029
H 0.654 2.903 2.131
H 2.256 2.095 1.807
H 1.859 -0.354 0.500
H 0.234 -1.007 0.620
H 3.399 0.006 1.916
H 4.336 -0.378 3.969
H 0.681 -2.431 5.357
H -0.188 -2.067 3.014
H -2.234 0.114 -0.715
H -2.263 -2.022 -1.522
H -0.503 -1.919 -1.047
*
```



Density functional theory data (ωB97M-V/def2-TZVPD) for a structure of composition C41H48EuF6N16OPS.

Gap between HOMO and LUMO (alpha / beta), Eh: 0.19062 / 0.23906
Molar mass, g/mol: 1109.94
Energy, Eh: -4591.6129
Expectation value of S²: 15.8283

The geometry in ORCA input format:
```
! wB97M-V def2-TZVPD RIJCOSX def2/J DEFGRID3
* xyz 1 8
Eu -0.169 -0.960 0.204
N 2.779 2.231 -1.308
C 2.134 1.170 -0.743
S 1.255 0.167 -1.846
N 2.272 1.035 0.543
N 1.474 0.282 1.340
C 2.043 0.124 2.535
C 1.428 -0.228 3.728
C 2.155 -0.099 4.942
C 1.515 0.009 6.136
C 0.090 0.029 6.133
C -0.577 -0.302 5.011
N 0.055 -0.596 3.801
H 2.970 2.177 -2.296
H 3.468 2.697 -0.739
H 3.082 0.441 2.609
H 3.232 -0.045 4.878
H 2.055 0.102 7.062
H -0.451 0.257 7.034
H -1.648 -0.426 5.008
C -3.721 0.337 1.033
N -2.946 -0.906 1.136
C -3.843 -1.973 0.679
C -2.606 -1.076 2.565
C -1.619 -2.181 2.848
C -2.018 -3.518 2.786
C -1.143 -4.553 3.062
C 0.164 -4.269 3.422
C 0.561 -2.955 3.578
C -0.320 -1.900 3.314
H -4.082 0.466 0.014
H -3.104 1.195 1.288
H -4.589 0.312 1.708
H -4.745 -2.018 1.303
H -3.344 -2.933 0.705
H -4.142 -1.766 -0.347
H -3.528 -1.252 3.142
H -2.152 -0.135 2.880
H -3.049 -3.748 2.568
H -1.491 -5.573 3.027
H 0.859 -5.062 3.645
H 1.547 -2.731 3.963
C -1.487 -4.106 -4.520
N -1.572 -3.621 -3.166
C -1.578 -2.375 -2.687
N -1.613 -2.403 -1.357
C -1.635 -3.740 -1.086
N -1.610 -4.482 -2.156
C -0.137 -3.846 -5.150
C 0.627 -4.891 -5.655
C 1.843 -4.640 -6.273
C 2.320 -3.349 -6.381
C 1.565 -2.302 -5.861
C 0.340 -2.551 -5.253
C 2.049 -0.946 -5.937
N 3.133 -0.519 -6.517
N 3.190 0.801 -6.328
C 2.139 1.140 -5.637
O 1.365 0.068 -5.361
C 1.820 2.456 -5.139
C 2.580 3.552 -5.538
C 2.299 4.796 -5.006
C 1.293 4.943 -4.067
C 0.539 3.848 -3.658
C -0.547 4.063 -2.623
N -1.054 2.842 -2.060
C -0.789 2.253 -0.891
N -1.446 1.098 -0.812
C -2.115 1.046 -1.992
N -1.892 2.078 -2.759
C 0.790 2.608 -4.213
H -2.275 -3.624 -5.109
H -1.674 -5.180 -4.461
H -1.598 -1.483 -3.285
H -1.676 -4.159 -0.099
H 0.269 -5.905 -5.576
H 2.427 -5.458 -6.661
H 3.260 -3.122 -6.854
H -0.226 -1.716 -4.875
H 3.372 3.405 -6.253
H 2.871 5.656 -5.318
H 1.080 5.917 -3.652
H -1.389 4.579 -3.100
H -0.156 4.684 -1.814
H -0.182 2.655 -0.098
H -2.783 0.254 -2.263
H 0.218 1.740 -3.931
C 1.699 3.721 2.206
N 0.887 3.459 3.373
C 1.629 3.199 4.588
C -0.356 2.895 3.208
N -0.628 2.189 2.168
N -1.242 3.200 4.220
C -2.563 2.620 4.267
C -1.098 4.398 5.024
H 2.096 2.818 1.737
H 1.094 4.257 1.475
H 2.528 4.359 2.510
H 2.475 2.538 4.388
H 0.995 2.708 5.320
H 2.005 4.128 5.020
H -1.625 2.021 2.086
H -2.540 1.588 3.929
H -3.288 3.175 3.657
H -2.900 2.623 5.303
H -0.248 4.979 4.680
H -0.949 4.145 6.078
H -1.999 5.012 4.938
F 0.361 -3.040 0.714
P 1.828 -3.491 -0.187
F 1.151 -4.887 -0.492
F 1.035 -2.821 -1.477
F 3.110 -3.753 -1.040
F 2.427 -3.984 1.192
F 2.305 -1.949 0.193
*
```